Molecular formula: C20H25F3N4O3
Method: DFT, the ωB97M-V functional and the def2-TZVPD basis

The geometry in XYZ format:
```
55
Properties=species:S:1:pos:R:3
C 4.31 2.43 -1.63
H 3.43 2.60 -2.24
H 4.82 3.37 -1.46
H 4.98 1.75 -2.14
C 3.89 1.84 -0.28
N 3.37 0.47 -0.46
C 2.26 0.29 -1.22
O 1.64 1.20 -1.72
C 1.76 -1.14 -1.40
H 2.57 -1.80 -1.71
H 1.02 -1.10 -2.20
C 1.09 -1.66 -0.09
N -0.35 -1.54 -0.03
C -1.10 -2.34 -0.99
C -0.33 -3.58 -1.45
N 0.65 -3.99 -0.47
C 1.47 -3.12 0.12
O 2.45 -3.45 0.77
H 0.87 -4.97 -0.38
H -1.03 -4.41 -1.61
H 0.17 -3.38 -2.40
H -1.38 -1.75 -1.87
H -2.03 -2.64 -0.49
C -0.83 -0.17 0.03
C -2.24 -0.14 0.57
C -3.23 0.60 -0.07
C -4.52 0.61 0.45
C -4.83 -0.11 1.60
C -3.84 -0.84 2.23
C -2.55 -0.85 1.72
H -1.78 -1.43 2.20
H -4.07 -1.40 3.12
H -5.84 -0.09 1.99
C -5.61 1.37 -0.24
F -6.45 0.55 -0.91
F -6.38 2.06 0.62
F -5.16 2.25 -1.14
H -3.00 1.16 -0.96
H -0.79 0.34 -0.94
H -0.18 0.38 0.72
H 1.49 -1.10 0.76
C 4.18 -0.59 0.08
H 5.14 -0.64 -0.46
C 4.47 -0.28 1.55
N 5.21 0.95 1.61
C 5.10 1.91 0.67
O 5.86 2.86 0.65
H 5.97 1.05 2.26
H 3.53 -0.20 2.11
H 5.06 -1.09 1.99
H 3.69 -1.56 0.02
C 2.84 2.72 0.41
H 2.54 2.29 1.36
H 1.97 2.82 -0.23
H 3.26 3.71 0.59
```

Values from the calculation:
- Relative energy (zero: lowest compared OMol25 entry of this formula, charge and spin): 1.137 eV
- Strongest force on any atom: 0.75 eV/A
- Highest occupied orbital energy: -9.0 eV
- Total charge: 0
- SMILES: CC1(C)C(=O)NCCN1C(=O)C[C@@H]1C(=O)NCCN1Cc1cccc(C(F)(F)F)c1

So, what does the Löwdin scheme give us? The charges, in e, come out as:
1 C -0.002
2 H 0.080
3 H 0.087
4 H 0.094
5 C -0.396
6 N 0.017
7 C -0.446
8 O 0.046
9 C -0.016
10 H 0.129
11 H 0.124
12 C -0.210
13 N -0.124
14 C -0.146
15 C -0.143
16 N 0.092
17 C -0.461
18 O 0.061
19 H 0.153
20 H 0.124
21 H 0.116
22 H 0.129
23 H 0.123
24 C -0.136
25 C -0.198
26 C 0.040
27 C -0.115
28 C -0.014
29 C -0.054
30 C -0.027
31 H 0.119
32 H 0.107
33 H 0.122
34 C -0.588
35 F 0.135
36 F 0.138
37 F 0.139
38 H 0.127
39 H 0.125
40 H 0.139
41 H 0.150
42 C -0.114
43 H 0.145
44 C -0.141
45 N 0.088
46 C -0.461
47 O 0.071
48 H 0.152
49 H 0.122
50 H 0.131
51 H 0.094
52 C 0.005
53 H 0.090
54 H 0.078
55 H 0.096